# C25H44BaBrN6O2

A structure of composition C25H44BaBrN6O2 at a distorted geometry (the ωB97M-V functional and the def2-TZVPD basis, OMol25).

Output
Maximum force   4.2 eV/A
Frontier orbital gap   7.212 eV
Total charge   +1
E_LUMO   -0.099 Eh
E_HOMO   -9.9 eV

Atoms and positions in Å:
Ba 0.01 1.06 -1.00
C -1.72 -4.88 4.32
C -2.37 -3.49 4.37
C -1.95 -2.80 5.67
C -3.90 -3.66 4.38
C -1.93 -2.71 3.14
C -1.19 -1.53 3.19
C -0.77 -0.97 2.01
Br 0.29 0.67 2.02
C -1.02 -1.46 0.71
O -0.51 -0.86 -0.31
C -1.85 -2.62 0.67
C -2.24 -3.19 1.87
C -2.28 -3.31 -0.62
C -1.93 -2.58 -1.92
C -3.81 -3.47 -0.61
C -1.60 -4.69 -0.67
H -1.99 -5.45 5.20
H -0.63 -4.80 4.28
H -2.05 -5.43 3.45
H -2.27 -3.39 6.52
H -2.40 -1.81 5.76
H -0.86 -2.70 5.72
H -4.19 -4.19 5.29
H -4.23 -4.25 3.53
H -4.40 -2.70 4.37
H -0.93 -1.05 4.12
H -2.84 -4.09 1.82
H -2.36 -1.58 -1.93
H -2.33 -3.14 -2.76
H -0.85 -2.51 -2.04
H -4.29 -2.50 -0.48
H -4.15 -4.12 0.20
H -4.16 -3.91 -1.54
H -0.52 -4.58 -0.59
H -1.83 -5.20 -1.60
H -1.94 -5.32 0.15
C 0.60 6.31 -1.47
N 0.13 5.21 -0.67
C 0.95 4.85 0.48
C -0.80 4.30 -1.09
O -0.66 3.10 -0.79
N -1.85 4.70 -1.83
C -2.83 3.70 -2.23
C -2.38 6.04 -1.97
H 1.69 6.29 -1.49
H 0.30 7.28 -1.05
H 0.25 6.22 -2.49
H 1.84 5.47 0.49
H 1.24 3.80 0.44
H 0.39 5.02 1.40
H -2.55 2.72 -1.86
H -2.91 3.67 -3.32
H -3.81 3.95 -1.82
H -1.66 6.81 -1.76
H -3.23 6.17 -1.30
H -2.74 6.16 -3.00
C 3.36 1.36 -2.93
N 2.87 0.70 -1.70
C 3.25 -0.73 -1.81
N 4.67 -0.91 -1.98
C 5.10 -0.22 -3.19
N 4.79 1.20 -3.11
C 5.48 1.76 -1.95
N 5.06 1.10 -0.72
C 3.63 1.27 -0.56
C 5.36 -0.32 -0.83
H 3.14 2.44 -2.87
H 2.85 0.93 -3.80
H 2.74 -1.16 -2.68
H 2.93 -1.26 -0.91
H 4.60 -0.66 -4.06
H 6.18 -0.34 -3.31
H 5.26 2.83 -1.89
H 6.55 1.63 -2.08
H 3.41 2.34 -0.49
H 3.32 0.77 0.36
H 5.02 -0.83 0.08
H 6.43 -0.45 -0.95

---

# C25H44Cl3N4O3PmSi

A structure of composition C25H44Cl3N4O3PmSi at a distorted geometry (the ωB97M-V functional and the def2-TZVPD basis, OMol25).

Output
Maximum force   5.1 eV/A
Frontier orbital gap (alpha / beta)   7.750 / 7.752 eV
E_LUMO (alpha / beta)   0.005 / 0.005 Eh
2S+1   5
E_HOMO (alpha / beta)   -7.6 / -7.6 eV

Atoms and positions in Å:
C 2.43 -1.52 -6.07
C 1.57 -0.60 -5.24
H 3.07 -0.94 -6.74
H 1.81 -2.22 -6.66
H 3.14 -2.13 -5.46
C 0.56 0.13 -5.79
C 0.16 0.11 -7.24
H 0.05 0.94 -5.21
H -0.53 -0.74 -7.53
H 1.06 0.13 -7.94
H -0.41 1.06 -7.39
Pm -0.75 -1.03 1.85
Cl 1.93 -1.04 2.25
Cl -1.68 -3.28 2.68
C 0.06 1.80 1.24
O -1.04 1.18 1.37
N 0.20 3.11 1.12
C -0.99 3.98 1.02
C 1.51 3.73 1.31
H 1.00 1.22 1.21
H -1.88 3.34 1.02
H -0.95 4.56 0.08
H -1.02 4.67 1.88
H 2.25 2.92 1.34
H 1.55 4.27 2.26
H 1.75 4.40 0.48
H -2.30 -1.93 -3.27
H -2.56 0.96 -4.02
C -3.24 -1.54 -2.83
C -3.31 0.93 -3.20
N -3.04 -0.19 -2.29
H -3.56 -2.20 -2.02
C -2.64 0.02 -1.03
O -2.46 -0.91 -0.20
H -3.27 1.86 -2.62
H -2.44 1.08 -0.82
H -4.00 -1.51 -3.62
H -4.32 0.82 -3.65
O 0.83 -1.71 -3.07
C 1.74 -0.65 -3.69
C 0.19 1.16 -2.98
C 1.50 0.71 -3.07
H -0.59 0.41 -3.18
C -0.17 2.48 -2.69
H 2.80 -0.97 -3.55
C 2.49 1.68 -2.73
H -1.22 2.77 -2.75
C 0.81 3.41 -2.34
C 2.13 2.98 -2.31
H 3.56 1.44 -2.75
H 0.52 4.41 -2.00
H 2.87 3.72 -1.97
Si 0.68 -3.01 -1.88
Cl 0.39 -0.96 -0.41
C -1.05 -3.93 -1.60
C 1.43 -3.90 -0.24
C 1.68 -3.61 -3.32
H -1.92 -3.28 -1.83
H -1.20 -4.26 -0.55
H -1.13 -4.84 -2.24
H 0.99 -3.62 -4.17
H 2.15 -4.56 -3.20
H 2.48 -2.89 -3.49
H 1.71 -3.20 0.55
H 2.36 -4.46 -0.46
H 0.75 -4.62 0.25
C 1.30 -1.95 6.91
C 0.33 -1.17 6.13
C -1.07 -1.07 6.26
C -1.52 -0.35 5.15
N -0.47 -0.05 4.35
N 0.66 -0.44 5.05
C -2.91 0.04 4.85
H 1.54 -1.50 7.89
H 0.85 -2.93 7.12
H 2.24 -2.12 6.38
H -1.65 -1.55 7.02
H 1.59 -0.32 4.63
H -3.48 -0.80 4.51
H -3.37 0.41 5.77
H -2.92 0.82 4.11

---

# C25H44F4N7O7S

A cluster of 2 separate species, C25H44F4N7O7S in total at a distorted geometry (the ωB97M-V functional and the def2-TZVPD basis, OMol25).

Output
Maximum force   5.6 eV/A
Frontier orbital gap   2.721 eV
Total charge   -1
E_LUMO   0.035 Eh
E_HOMO   -1.8 eV

Atoms and positions in Å:
C -0.51 -1.60 -1.93
C -0.45 -0.30 -2.16
N -0.62 0.78 -1.19
C -1.39 0.36 -0.16
N -2.68 0.59 -0.21
C -3.58 0.28 0.90
C -4.37 -1.02 0.71
C -3.75 -2.21 1.41
C -4.08 -3.53 0.72
N -2.86 -4.19 0.24
C -2.69 -4.10 -1.14
N -3.18 -3.12 -1.78
N -1.94 -5.16 -1.64
C -3.25 1.20 -1.41
F -3.00 0.45 -2.50
F -4.59 1.21 -1.23
C -2.81 2.68 -1.65
F -2.12 3.13 -0.59
F -2.09 2.80 -2.76
N -0.81 -0.20 0.90
C -0.09 0.79 1.75
N 0.83 0.18 2.66
C 1.41 -1.11 2.15
C 0.75 -2.43 2.42
O 2.44 -1.03 1.45
C 0.53 0.28 4.00
C 1.39 -0.52 4.90
O -0.35 1.05 4.41
C 0.64 1.75 0.70
O 1.91 2.09 1.12
C 2.00 3.26 1.89
C 2.10 4.52 1.08
C 1.72 5.72 1.92
C 0.77 1.09 -0.65
C 1.54 1.94 -1.66
C 2.88 1.37 -2.08
C 2.87 0.68 -3.45
C 2.43 -0.78 -3.45
C 2.12 1.48 -4.50
H -0.66 -2.06 -0.98
H -0.33 -2.26 -2.74
H -0.20 0.07 -3.13
H -3.02 0.23 1.80
H -4.26 1.09 1.03
H -5.39 -0.89 1.00
H -4.39 -1.24 -0.34
H -2.67 -2.16 1.41
H -4.13 -2.27 2.41
H -4.77 -3.37 -0.09
H -4.55 -4.18 1.43
H -2.91 -5.17 0.46
H -2.96 -3.17 -2.76
H -1.40 -4.85 -2.43
H -1.26 -5.46 -0.96
H -3.71 3.27 -1.76
H -1.42 -0.81 1.43
H -0.83 1.39 2.27
H 0.64 -2.63 3.47
H 1.39 -3.17 1.98
H -0.24 -2.50 2.01
H 2.36 -0.71 4.48
H 1.52 0.08 5.78
H 0.90 -1.43 5.18
H 0.04 2.66 0.65
H 2.90 3.15 2.46
H 1.19 3.34 2.61
H 3.09 4.65 0.70
H 1.42 4.49 0.25
H 2.00 6.62 1.39
H 0.65 5.76 2.01
H 2.17 5.70 2.89
H 1.30 0.16 -0.55
H 0.90 2.18 -2.49
H 1.72 2.87 -1.16
H 3.64 2.13 -2.09
H 3.20 0.64 -1.35
H 3.90 0.65 -3.76
H 1.51 -0.89 -4.03
H 2.24 -1.15 -2.46
H 3.15 -1.41 -3.91
H 2.56 1.37 -5.47
H 1.09 1.17 -4.57
H 2.10 2.53 -4.23
O 4.33 -1.51 -0.31
S 4.89 -2.57 0.60
O 6.28 -2.88 0.17
O 4.02 -3.79 0.51
O 4.87 -2.06 2.00